1.
The following is a DFT calculation (ωB97M-V with the def2-TZVPD basis set) of a molecular structure, C45H48MoN4O2P2Si2 in a non-equilibrium geometry.

Positions of all 104 atoms, in Å:
1 Mo -0.414 -0.030 0.645
2 O -1.404 0.792 -0.746
3 C -2.609 0.567 -1.255
4 C -2.933 1.132 -2.489
5 C -4.173 0.923 -3.061
6 C -5.125 0.147 -2.401
7 C -4.827 -0.403 -1.176
8 C -3.573 -0.217 -0.569
9 C -3.318 -0.784 0.714
10 N -2.160 -0.724 1.325
11 N -2.132 -1.319 2.572
12 C -0.975 -1.131 3.140
13 O -0.048 -0.412 2.577
14 C -0.706 -1.738 4.454
15 C 0.442 -1.373 5.154
16 C 0.711 -1.940 6.389
17 C -0.155 -2.881 6.928
18 C -1.294 -3.255 6.227
19 C -1.574 -2.684 4.998
20 H -2.175 1.728 -2.981
21 H -4.401 1.370 -4.020
22 H -6.098 -0.014 -2.844
23 H -5.565 -1.007 -0.660
24 H -4.121 -1.286 1.244
25 H 1.115 -0.645 4.720
26 H 1.597 -1.642 6.936
27 H 0.056 -3.321 7.894
28 H -1.969 -3.992 6.643
29 H -2.458 -2.951 4.435
30 C 0.861 4.537 2.237
31 Si -0.341 3.402 1.319
32 C -1.786 2.929 2.441
33 C -0.972 4.307 -0.212
34 N 0.389 1.892 0.899
35 P 1.823 1.479 0.244
36 C 1.475 0.031 -0.612
37 P 1.736 -1.578 -0.070
38 N 0.249 -2.064 0.403
39 Si -0.349 -3.706 0.308
40 C -1.257 -3.882 -1.345
41 C -1.589 -4.224 1.632
42 C 1.097 -4.927 0.453
43 C 2.991 -1.847 1.202
44 C 4.318 -1.560 0.883
45 C 5.308 -1.729 1.836
46 C 4.973 -2.174 3.109
47 C 3.651 -2.443 3.431
48 C 2.656 -2.282 2.478
49 C 2.279 -2.546 -1.516
50 C 1.549 -2.281 -2.676
51 C 1.828 -2.955 -3.852
52 C 2.849 -3.897 -3.881
53 C 3.590 -4.151 -2.737
54 C 3.306 -3.481 -1.555
55 C 2.303 2.750 -0.968
56 C 3.012 3.905 -0.647
57 C 3.247 4.870 -1.615
58 C 2.777 4.690 -2.908
59 C 2.061 3.545 -3.232
60 C 1.824 2.580 -2.267
61 C 3.078 1.556 1.555
62 C 2.683 1.447 2.885
63 C 3.626 1.550 3.897
64 C 4.962 1.764 3.584
65 C 5.362 1.849 2.258
66 C 4.424 1.736 1.244
67 H 0.311 5.302 2.791
68 H 1.523 5.051 1.536
69 H 1.482 3.989 2.946
70 H -2.382 3.802 2.718
71 H -1.433 2.458 3.362
72 H -2.445 2.219 1.934
73 H -1.382 5.285 0.051
74 H -1.757 3.729 -0.706
75 H -0.165 4.461 -0.933
76 H -1.769 -2.952 -1.603
77 H -2.007 -4.676 -1.287
78 H -0.576 -4.127 -2.161
79 H -2.378 -3.490 1.789
80 H -1.117 -4.416 2.598
81 H -2.056 -5.155 1.297
82 H 1.359 -5.352 -0.517
83 H 0.827 -5.751 1.117
84 H 1.991 -4.454 0.861
85 H 4.554 -1.198 -0.111
86 H 6.339 -1.507 1.592
87 H 5.749 -2.312 3.851
88 H 3.393 -2.784 4.427
89 H 1.619 -2.486 2.713
90 H 0.766 -1.533 -2.633
91 H 1.251 -2.752 -4.746
92 H 3.067 -4.431 -4.797
93 H 4.391 -4.879 -2.765
94 H 3.883 -3.696 -0.664
95 H 3.383 4.042 0.361
96 H 3.801 5.764 -1.359
97 H 2.970 5.442 -3.663
98 H 1.690 3.404 -4.239
99 H 1.272 1.676 -2.496
100 H 1.636 1.283 3.107
101 H 3.317 1.479 4.933
102 H 5.693 1.863 4.377
103 H 6.406 2.004 2.016
104 H 4.723 1.797 0.204

Calculated values
* 2S+1: 3
* LUMO energy (alpha / beta): -0.0061 / -0.0182 hartree
* charge: 0
* ⟨S²⟩: 2.04

---

2.
The following is a DFT calculation (ωB97M-V with the def2-TZVPD basis set) of 2 unconnected molecules or ions with the total composition C6H17NOS in a non-equilibrium geometry.

Positions of all 26 atoms, in Å:
1 C 1.037 -1.157 -0.532
2 C 1.399 0.307 -0.558
3 C 1.166 1.352 -1.665
4 S 1.719 0.728 -3.276
5 C -0.471 -1.405 -0.501
6 N -1.053 -1.164 0.819
7 C -2.268 -0.353 0.926
8 C -2.112 1.106 0.559
9 H 1.460 -1.841 -1.289
10 H 1.401 -1.667 0.421
11 H 2.438 0.535 -0.287
12 H 0.918 0.799 0.317
13 H 0.118 1.530 -1.887
14 H 1.771 2.237 -1.412
15 H 1.338 -0.562 -3.269
16 H -1.150 -0.894 -1.226
17 H -0.599 -2.466 -0.683
18 H -0.452 -1.204 1.626
19 H -2.577 -0.505 1.978
20 H -3.164 -0.875 0.559
21 H -1.095 1.418 0.412
22 H -2.546 1.733 1.376
23 H -2.773 1.502 -0.221
24 H 1.322 0.794 2.341
25 H 1.981 -0.279 3.104
26 O 2.190 0.331 2.368

Calculated values
* 2S+1: 2
* LUMO energy (alpha / beta): 0.1062 / 0.1043 hartree
* charge: -1
* ⟨S²⟩: 0.75

---

| no. | M (g mol⁻¹) | electronic energy (hartree) |
| --- | --- | --- |
| 1 | 890.96 | -3443.17351 |
| 2 | 151.27 | -766.89025 |